(1)
The following is a DFT calculation (the ωB97M-V functional and the def2-TZVPD basis) of a cluster of 8 separate species, C68H88Cl2N11 in total in a non-equilibrium geometry.

## Properties
Highest occupied orbital energy ... -22.927 eV
Total charge ... +9
Gap between HOMO and LUMO ... 4.26 eV

Atoms and positions in Å:
C 16.93 16.34 13.48
N 15.61 15.79 13.12
C 15.10 14.75 13.83
C 13.92 14.10 13.38
C 13.31 14.56 12.18
C 13.93 15.58 11.49
C 15.09 16.17 11.91
C 12.08 13.92 11.60
C 10.98 13.89 12.45
C 9.93 13.11 12.06
N 9.96 12.37 10.92
C 10.96 12.51 9.98
C 12.10 13.18 10.38
C 8.79 11.52 10.68
H 17.01 16.39 14.57
H 16.99 17.39 13.21
H 17.70 15.70 13.04
H 15.59 14.48 14.75
H 13.44 13.29 13.91
H 13.41 15.91 10.60
H 15.65 16.97 11.46
H 10.93 14.35 13.42
H 9.02 13.06 12.64
H 10.91 11.91 9.09
H 12.94 13.32 9.72
H 8.07 12.01 10.03
H 8.17 11.33 11.57
H 9.18 10.60 10.26
C 8.72 11.41 25.37
N 9.35 11.82 24.08
C 8.55 11.84 22.98
C 9.13 12.29 21.79
C 10.50 12.67 21.66
C 11.24 12.50 22.87
C 10.63 12.18 24.10
C 10.96 13.38 20.41
C 11.96 14.31 20.51
C 12.58 14.72 19.33
N 12.15 14.35 18.12
C 11.20 13.40 18.01
C 10.55 12.89 19.19
C 12.79 15.08 17.00
H 8.64 12.33 25.95
H 9.34 10.70 25.92
H 7.74 10.95 25.25
H 7.51 11.57 23.11
H 8.47 12.49 20.96
H 12.31 12.59 22.89
H 11.14 11.99 25.03
H 12.38 14.70 21.43
H 13.35 15.48 19.30
H 10.91 13.18 17.00
H 9.87 12.07 19.02
H 12.58 16.15 16.96
H 12.34 14.77 16.06
H 13.87 15.01 17.12
C 12.31 21.61 20.61
N 12.28 21.48 19.07
C 11.37 20.60 18.56
C 11.22 20.59 17.19
C 11.96 21.33 16.34
C 12.93 22.21 16.88
C 13.02 22.28 18.29
C 11.82 21.29 14.87
C 12.92 21.35 14.05
C 12.79 21.30 12.65
N 11.53 21.15 12.16
C 10.44 21.00 12.96
C 10.55 21.01 14.33
C 11.41 20.98 10.75
H 13.17 20.98 20.86
H 11.38 21.28 21.06
H 12.49 22.68 20.72
H 10.92 19.88 19.23
H 10.52 19.89 16.75
H 13.44 22.91 16.23
H 13.60 23.09 18.71
H 13.88 21.58 14.47
H 13.59 21.29 11.93
H 9.55 20.65 12.48
H 9.69 21.07 14.98
H 12.29 20.51 10.29
H 11.21 21.97 10.32
H 10.67 20.23 10.50
C 18.30 25.77 14.68
N 17.47 26.57 15.61
C 17.52 27.92 15.56
C 16.64 28.71 16.34
C 15.72 28.05 17.17
C 15.82 26.66 17.32
C 16.65 26.00 16.46
C 14.69 28.87 17.78
C 13.96 29.85 17.11
C 13.06 30.63 17.85
N 12.64 30.26 19.11
C 13.36 29.38 19.78
C 14.33 28.61 19.14
C 11.60 31.04 19.79
H 19.35 25.96 14.93
H 18.01 26.10 13.69
H 18.12 24.69 14.72
H 18.24 28.39 14.92
H 16.63 29.78 16.20
H 15.08 26.05 17.81
H 16.65 24.93 16.39
H 14.18 29.96 16.06
H 12.53 31.48 17.43
H 13.04 29.19 20.79
H 14.73 27.75 19.65
H 11.03 31.55 19.01
H 12.12 31.79 20.38
H 10.95 30.37 20.36
C 14.62 19.39 18.16
N 15.14 19.86 16.86
C 14.80 19.18 15.74
C 15.53 19.30 14.55
C 16.45 20.40 14.37
C 16.59 21.20 15.50
C 15.98 20.94 16.74
C 17.13 20.73 13.10
C 16.61 20.28 11.86
C 17.34 20.45 10.67
N 18.49 21.06 10.62
C 19.03 21.51 11.75
C 18.40 21.37 13.02
C 19.27 20.95 9.40
H 15.33 18.65 18.52
H 13.62 19.00 17.98
H 14.72 20.26 18.82
H 14.10 18.37 15.91
H 15.34 18.61 13.75
H 17.15 22.12 15.43
H 16.19 21.50 17.64
H 15.63 19.85 11.78
H 16.88 20.05 9.78
H 20.08 21.77 11.70
H 18.91 21.62 13.94
H 18.51 21.13 8.65
H 19.71 19.95 9.33
H 20.09 21.67 9.41
C 17.88 19.37 19.68
C 18.52 19.28 18.26
C 19.67 18.22 18.29
N 20.59 18.09 17.04
C 21.71 17.14 17.53
C 21.13 19.47 16.56
C 21.06 19.50 15.04
C 19.91 18.64 14.74
C 19.90 17.56 15.78
H 17.15 20.18 19.69
H 18.55 19.66 20.50
H 17.39 18.54 20.20
H 18.75 20.30 17.96
H 17.68 18.96 17.65
H 19.23 17.23 18.39
H 20.16 18.52 19.22
H 22.02 17.54 18.49
H 22.54 17.04 16.83
H 21.25 16.15 17.55
H 22.19 19.54 16.79
H 20.74 20.31 17.13
H 21.92 19.00 14.60
H 20.97 20.47 14.56
H 20.11 18.22 13.76
H 18.96 19.16 14.68
H 20.65 16.85 15.44
H 18.99 17.00 16.01
Cl 12.02 17.45 14.33
Cl 19.37 23.14 16.73

(2)
The following is a DFT calculation (the ωB97M-V functional and the def2-TZVPD basis) of a cluster of 2 separate species, C9H14O in total in a non-equilibrium geometry.

## Properties
Highest occupied orbital energy ... -8.815 eV
Energy above the lowest of the compared OMol25 structures with the same formula, charge and spin ... 2.181 eV
Gap between HOMO and LUMO ... 9.59 eV

Atoms and positions in Å:
C -0.26 1.38 -3.02
C -0.39 1.37 -1.52
C 0.69 1.01 -0.70
C 0.49 0.98 0.78
C -0.79 1.30 1.21
O -0.89 1.41 2.64
C -1.98 1.47 0.38
C -1.66 1.66 -1.01
H 0.75 1.81 -3.41
H -1.04 2.18 -3.25
H -0.38 0.36 -3.51
H 1.71 0.70 -1.11
H 1.18 0.50 1.44
H -1.33 0.63 2.95
H -3.03 1.50 0.64
H -2.60 1.90 -1.59
C 0.55 -2.89 0.94
C 1.82 -2.12 1.25
H 0.46 -3.23 -0.15
H 0.60 -3.79 1.53
H -0.26 -2.38 1.41
H 1.83 -1.68 2.28
H 1.85 -1.28 0.43
H 2.68 -2.78 1.40

(3)
The following is a DFT calculation (the ωB97M-V functional and the def2-TZVPD basis) of a cluster of 11 separate species, C17H56N12O11 in total in a non-equilibrium geometry.

## Properties
Highest occupied orbital energy ... -8.873 eV
Energy above the lowest of the compared OMol25 structures with the same formula, charge and spin ... 0.059 eV
Gap between HOMO and LUMO ... 8.70 eV

Atoms and positions in Å:
N 4.39 -0.79 1.20
C 4.84 -1.89 0.54
N 6.18 -1.97 0.39
O 4.07 -2.77 0.18
H 5.00 -0.05 1.51
H 3.40 -0.68 1.27
H 6.63 -2.76 -0.05
H 6.83 -1.37 0.86
N -1.11 -0.64 4.91
C -1.92 0.43 5.17
N -1.21 1.52 5.62
O -3.14 0.39 5.07
H -1.39 -1.59 4.75
H -0.14 -0.55 5.13
H -1.72 2.37 5.79
H -0.23 1.40 5.74
N -1.47 -3.25 -2.86
C -1.09 -2.17 -3.57
N -1.48 -0.99 -3.00
O -0.41 -2.24 -4.60
H -1.97 -3.08 -2.01
H -1.45 -4.11 -3.38
H -1.90 -0.99 -2.09
H -1.17 -0.15 -3.44
N -3.47 -0.79 0.71
C -3.27 -2.10 0.43
N -3.66 -2.90 1.48
O -2.90 -2.57 -0.64
H -3.22 -0.03 0.05
H -3.91 -0.47 1.56
H -3.83 -2.44 2.35
H -3.57 -3.89 1.35
N -0.31 5.81 2.55
C -0.46 4.46 2.55
N -1.29 4.00 3.52
O 0.04 3.73 1.70
H 0.24 6.22 1.81
H -0.50 6.40 3.34
H -1.46 3.00 3.50
H -1.63 4.53 4.30
N 0.87 4.50 -1.46
C 2.09 4.37 -2.09
N 2.73 3.20 -1.80
O 2.55 5.21 -2.85
H 0.50 5.43 -1.49
H 0.57 3.79 -0.81
H 3.61 3.08 -2.27
H 2.30 2.47 -1.25
C 0.90 -0.89 -0.33
C 0.28 0.33 0.30
C 0.05 0.16 1.79
O 1.17 1.46 0.12
H 1.72 -1.16 0.34
H 1.37 -0.67 -1.29
H 0.23 -1.75 -0.39
H -0.71 0.63 -0.09
H -0.50 -0.75 2.02
H -0.60 0.96 2.17
H 0.99 0.27 2.34
H 0.97 2.02 0.89
C -0.61 -4.70 0.86
C 0.52 -3.85 1.44
O 1.03 -4.52 2.59
H -0.19 -5.67 0.63
H -1.10 -4.25 -0.01
H -1.38 -4.83 1.63
H 0.09 -2.92 1.85
H 1.29 -3.57 0.73
H 1.68 -5.16 2.31
C 2.50 -3.45 -2.87
C 1.95 -4.57 -1.99
O 3.01 -5.02 -1.13
H 3.38 -3.73 -3.45
H 2.71 -2.55 -2.29
H 1.69 -3.19 -3.56
H 1.60 -5.44 -2.54
H 1.15 -4.26 -1.32
H 3.32 -4.27 -0.61
C 0.43 2.24 -4.38
C -0.79 3.12 -4.37
O -1.90 2.46 -3.67
H 1.26 2.68 -4.94
H 0.23 1.34 -4.96
H 0.84 2.03 -3.40
H -1.14 3.34 -5.38
H -0.61 4.09 -3.89
H -2.62 3.08 -3.82
C -3.16 2.57 0.86
C -2.74 2.60 -0.60
O -2.94 1.35 -1.23
H -4.15 2.16 1.04
H -3.02 3.54 1.34
H -2.45 1.92 1.37
H -1.67 2.83 -0.57
H -3.21 3.43 -1.15
H -2.46 1.51 -2.07